# 1
53
Properties=species:S:1:pos:R:3:forces:R:3:nbo_charge:R:1 method="wB97M-V/def2-TZVPD" lumo_energy_ev=0.4 gap_ev=8.31 de_lowest_kj_mol=0.0 smiles="CCCOCc1c(CC(=O)OC(C)=O)c(CCF)cc2c1Nc1ccccc1S2"
C 3.32094 -1.90530 0.68667 0.6692 0.5675 0.4516 -0.631
C 2.86505 -2.19660 2.17626 -0.1137 -0.5369 -0.2131 -0.442
C 1.47148 -2.97498 2.21545 1.0418 -0.4804 0.2354 -0.067
O 0.58465 -2.61524 1.15043 -0.0399 0.3734 0.5301 -0.562
C -0.03353 -1.32409 1.36294 0.1599 0.0043 -1.0174 -0.107
C 0.25431 -0.39407 0.12394 0.4781 1.4075 -0.7450 -0.077
C 1.01024 0.86392 0.31719 -0.0526 -0.0740 -1.9059 -0.018
C 1.51323 1.35889 1.71902 -1.5217 -0.1985 0.4651 -0.528
C 0.31265 2.19935 2.31276 0.6326 0.0658 -0.0073 0.816
O 0.19084 3.38559 2.18960 0.1084 -0.7138 -0.1365 -0.557
O -0.66256 1.42555 2.97197 0.3091 0.4835 -1.0954 -0.576
C -1.91558 2.08663 3.04139 -1.6074 0.8333 -0.4433 0.814
C -3.02609 1.61716 2.01988 0.9270 -0.7957 1.1391 -0.728
O -2.13685 2.94428 3.83906 0.5510 -0.7341 -0.1919 -0.499
C 1.31315 1.76401 -0.81968 -0.7539 -1.3710 -0.4594 0.005
C 2.07758 3.12334 -0.64827 -0.3150 -0.5548 -0.8189 -0.490
C 3.64322 2.93379 -0.54625 -0.9179 0.4550 0.2273 0.054
F 4.01542 1.75956 -1.25505 -0.0901 1.2706 0.8234 -0.368
C 0.88931 1.40062 -2.17111 -0.5317 -1.3750 2.2845 -0.195
C 0.13980 0.16628 -2.34380 -0.4781 -0.5497 1.1024 -0.204
C -0.21547 -0.74730 -1.23574 1.6804 2.0564 1.1824 0.254
N -0.99516 -1.95045 -1.44244 -0.7612 1.8991 -0.7305 -0.611
C -2.18650 -1.70115 -2.22569 -3.0636 0.1899 -1.6709 0.167
C -3.53126 -2.16037 -1.80702 0.7147 1.1928 -1.5227 -0.260
C -4.72083 -1.87434 -2.62517 1.2299 0.5495 -0.9126 -0.206
C -4.65014 -1.16002 -3.90753 2.6471 -0.4397 1.7278 -0.233
C -3.31758 -0.70081 -4.32792 -0.8702 -0.8205 1.4225 -0.209
C -2.14909 -0.96399 -3.51176 -0.2474 -0.4966 1.3135 -0.196
S -0.48173 -0.36546 -3.98445 -0.5057 0.1165 0.8782 0.263
H 4.42324 -2.11370 0.54810 -1.1431 0.2049 0.3171 0.213
H 2.78655 -2.53658 -0.06355 0.2050 0.7298 0.6780 0.230
H 3.19372 -0.80410 0.48676 -0.0752 -1.2317 -0.2425 0.217
H 2.79102 -1.28124 2.82108 0.2175 -0.6121 -0.7947 0.189
H 3.67672 -2.83353 2.63554 -1.1305 0.4997 -0.1705 0.217
H 1.73696 -4.06516 2.09171 -0.6667 1.0754 -0.0246 0.197
H 0.93372 -2.84390 3.19829 0.6460 -0.1475 -0.7891 0.171
H 0.38718 -0.91099 2.31144 -0.7671 -0.0231 -0.8865 0.206
H -1.15028 -1.49513 1.45028 1.0902 0.3057 0.1370 0.185
H 1.70800 0.53400 2.44696 -0.0008 0.5920 -0.8229 0.240
H 2.41474 2.01462 1.65370 -0.9833 -0.5872 0.0109 0.248
H -2.75030 0.56653 1.73112 -0.5178 1.0669 -0.1546 0.224
H -3.98191 1.61255 2.61110 0.9200 0.0535 -0.7189 0.247
H -3.12032 2.30728 1.14681 0.3145 -0.6208 0.7457 0.258
H 1.89207 3.74098 -1.57620 -0.0099 -0.7146 0.9893 0.220
H 1.61542 3.67066 0.21252 0.7932 -0.3153 -0.6206 0.255
H 4.14580 3.83370 -1.00062 -0.2945 -1.1229 0.3723 0.178
H 3.92772 2.86916 0.53552 0.1697 -0.3407 -1.0535 0.159
H 1.14759 2.08406 -3.01858 -0.4540 -0.9240 0.7930 0.237
H -1.22776 -2.39604 -0.55226 0.2371 0.0653 -0.4461 0.397
H -3.59118 -2.70012 -0.82863 -0.2375 0.5041 -1.0443 0.216
H -5.74109 -2.19085 -2.29762 1.1910 0.1558 -0.0671 0.222
H -5.54836 -0.92912 -4.53180 0.9632 -0.3588 0.7928 0.230
H -3.24879 -0.12787 -5.28636 0.2540 -0.5789 1.0874 0.233

---

# 2
59
Properties=species:S:1:pos:R:3:forces:R:3:mulliken_spin:R:1 method="wB97M-V/def2-TZVPD" lumo_energy_ev="-12.2 / -15.5" s_squared=6.057 total_charge=+4 gap_ev="6.68 / 3.49" de_lowest_kj_mol=85.4 spin_multiplicity=5
Os -0.21706 0.20468 -0.03546 0.6881 -0.8119 0.7972 2.696
N -0.40336 -0.02708 4.45296 -0.2200 0.0720 -0.1462 0.025
C -0.78508 0.12838 3.20966 -0.2732 0.0868 0.2156 -0.003
N 0.03346 0.02911 2.16861 0.0672 0.1644 -1.2686 0.000
C 1.38047 -0.29455 2.42047 0.0739 -0.0853 -0.4706 -0.037
N 2.20903 -0.47414 1.42464 0.6971 -0.2626 0.7477 -0.001
N 1.67753 -0.35672 0.21491 -0.7102 0.1967 -0.5896 -0.118
C 2.40408 -0.50391 -0.86538 -0.0155 0.0323 0.3848 0.171
C 1.73446 -0.28575 -2.12349 -0.0802 0.0008 -0.3857 0.039
C 2.33064 -0.49941 -3.35604 0.0506 -0.0203 0.2705 0.040
C 1.59552 -0.26793 -4.51564 -0.1944 0.0698 0.0038 0.019
C 0.28279 0.16980 -4.40393 0.1325 -0.0230 -0.0201 0.020
C -0.25963 0.36836 -3.14274 -0.0329 0.0656 -0.2051 0.030
N 0.43983 0.15154 -2.02516 -0.3071 0.4017 0.1579 -0.028
C 1.85037 -0.44079 3.76615 -0.3954 0.0297 0.3137 0.001
C 3.18044 -0.75464 4.07479 -0.0384 0.0172 0.0283 -0.005
C 3.54744 -0.92142 5.39148 0.0216 -0.0163 0.0281 0.007
C 2.60896 -0.76718 6.41981 0.0690 -0.0187 -0.1138 -0.016
C 1.29238 -0.45702 6.13803 -0.2331 0.0643 0.0464 0.013
C 0.91211 -0.30051 4.81276 0.8222 -0.2001 -0.1129 -0.019
H -1.09126 0.04072 5.19555 -0.0883 0.0298 -0.0330 -0.001
H -1.83072 0.33854 3.03439 -0.0118 -0.0025 0.0267 0.000
H 3.45522 -0.75683 -0.78323 0.0092 -0.0455 0.0278 -0.009
H 3.35385 -0.84954 -3.40624 0.0083 0.0223 0.0111 0.002
H 2.04187 -0.42579 -5.48922 0.0176 -0.0096 0.0048 0.000
H -0.31683 0.36586 -5.28233 -0.0212 -0.0216 0.0111 0.001
H -1.28144 0.70758 -3.02900 0.0078 -0.0271 0.0661 0.007
H 3.89834 -0.86443 3.27551 0.0170 -0.0180 0.0066 0.000
H 4.56796 -1.18189 5.63715 0.0061 0.0371 0.0000 0.000
H 2.91814 -0.89883 7.44807 -0.0193 0.0072 0.0120 0.000
H 0.57364 -0.34156 6.94087 -0.0126 -0.0131 -0.0181 0.000
C -6.07907 -3.67105 -1.27810 0.0301 0.1365 0.3313 0.000
C -4.85068 -4.27103 -1.95723 -0.2141 -0.4362 -0.3174 0.001
C -4.46653 -3.58875 -3.26518 0.0490 0.3316 0.1507 0.000
C -3.65970 -4.45404 -1.01167 -0.7160 -0.4277 -0.1445 0.001
N -2.86426 -3.23340 -0.81414 0.6938 0.0911 0.1752 0.014
C -1.54947 -3.08082 -1.01806 -0.2289 0.1143 -0.1386 0.015
N -1.23443 -1.85596 -0.64856 -0.0574 0.3028 0.4225 0.054
N -2.37833 -1.29442 -0.19817 0.0939 0.2182 -0.0759 0.036
N -3.35473 -2.10949 -0.29721 -0.1114 -0.1408 0.0574 0.011
H -6.79731 -3.32482 -2.01816 -0.0025 0.0305 -0.0074 0.000
H -5.82475 -2.84253 -0.61257 -0.0388 0.1273 -0.2097 0.000
H -6.58751 -4.40718 -0.65421 0.0528 -0.0654 -0.0543 0.000
H -5.12351 -5.29660 -2.23005 0.1232 -0.0084 0.0997 0.000
H -4.30155 -2.51332 -3.12499 0.0723 -0.0297 -0.0023 0.000
H -5.27825 -3.67818 -3.98404 0.0052 -0.0558 -0.0080 0.000
H -3.57484 -4.03463 -3.71151 0.0009 0.0035 -0.0296 0.000
H -2.97719 -5.20420 -1.40710 0.1510 0.1069 0.0206 0.000
H -4.00755 -4.78742 -0.03345 0.1217 0.0745 0.0530 0.000
H -0.88381 -3.81731 -1.43763 -0.0663 -0.0846 0.0480 0.000
I -2.43606 5.95695 -1.08906 0.0263 -1.0826 0.3099 0.801
C -2.36058 3.97107 -0.53573 -0.0811 1.2129 -0.3496 0.059
C -3.36149 3.26708 0.14317 -0.0146 0.0556 0.0276 0.058
N -2.90507 2.03402 0.29757 -0.2494 0.0199 0.0867 0.021
N -1.67036 1.86258 -0.24825 0.3152 0.1331 -0.2469 0.084
C -1.32633 3.03381 -0.76111 -0.1040 -0.0336 0.0104 0.006
H -4.32956 3.59282 0.49824 -0.0228 -0.1015 0.0092 0.002
H -3.41510 1.24832 0.68536 0.1017 -0.1290 -0.0700 -0.005
H -0.38772 3.19410 -1.27060 0.0355 -0.0857 0.0556 0.008

---

# 3
60
Properties=species:S:1:pos:R:3:forces:R:3:nbo_charge:R:1 method="wB97M-V/def2-TZVPD" lumo_energy_ev=1.8 total_charge=-1 gap_ev=5.31 de_lowest_kj_mol=6.2
Na -0.75173 1.09160 0.67910 -0.8469 -0.5371 -1.0502 0.913
O -0.87056 4.25811 3.91318 0.1580 -1.2367 -0.4955 -0.699
C -0.73212 3.06876 3.20886 -0.4234 0.3679 -0.1248 0.769
O -1.64988 2.43077 2.74664 0.5365 0.7363 0.6330 -0.565
C 0.71015 2.73004 2.95216 1.6523 0.0820 1.0383 0.046
C 1.76641 3.51143 3.48083 0.4013 -0.9142 -0.9090 -0.211
C 3.09340 3.26851 3.05021 -0.4804 -0.7242 -0.0501 -0.189
C 3.31863 2.22454 2.15782 -0.8292 -0.0732 -0.3986 -0.201
C 2.18109 1.50445 1.67437 0.2726 0.2379 0.9708 0.139
N 0.94473 1.66008 2.16821 0.3283 1.8676 -0.4142 -0.425
C 2.26366 0.52944 0.51101 -0.2675 -0.5201 -0.5526 0.735
O 3.35511 -0.09410 0.40167 -0.0162 0.3295 -0.0252 -0.779
O 1.23716 0.46817 -0.19884 1.1260 0.0356 0.5578 -0.705
H -1.80945 4.47508 4.01714 0.0431 -0.3259 -0.2069 0.501
H 1.61965 4.22825 4.25155 -0.4719 0.6976 0.1621 0.226
H 3.94902 3.86245 3.39682 -0.5714 -0.2041 0.0690 0.217
H 4.32368 1.96195 1.79355 -0.7147 0.1498 0.0671 0.246
H 3.18925 -1.64376 0.79984 -0.6202 -0.4903 0.2127 0.534
O -2.29908 0.05837 -0.92258 -0.2177 -0.3720 -0.4934 -0.762
C -2.79474 0.05809 -2.08877 0.8904 1.2732 -0.0221 0.453
C -3.22119 -1.11813 -2.79788 0.5055 -0.3525 0.3372 -0.362
C -3.93754 -1.07360 -3.97491 -0.1602 -2.2616 -0.2454 -0.182
C -4.31782 0.10897 -4.54126 -0.2188 2.6897 0.4063 -0.361
C -3.80744 1.29489 -3.95086 0.1375 -0.7558 -0.6951 -0.180
C -2.88651 1.29624 -2.90392 -1.0402 -1.0906 -0.0661 -0.240
C -2.13546 2.49906 -2.64442 0.9898 0.2014 0.9138 0.375
N -1.55080 2.80090 -1.47312 -0.5080 -0.1887 -0.9417 -0.493
C -0.91518 3.98823 -1.65606 -0.4464 0.1472 -0.9149 -0.096
C -1.11733 4.47339 -2.93240 0.5439 -0.9168 0.8196 -0.150
N -1.81219 3.46870 -3.59487 -0.3683 0.2918 1.1727 -0.538
H -2.86295 -2.06482 -2.37840 -0.3819 0.2730 -0.0691 0.208
H -4.23907 -2.03109 -4.49955 0.4029 1.0288 0.8154 0.187
H -5.04440 0.21728 -5.33500 0.0785 -0.2863 -0.1310 0.193
H -4.10402 2.26686 -4.33181 0.0064 0.0038 -0.3518 0.178
H -0.33636 4.34976 -0.83767 0.2593 0.7075 0.1750 0.189
H -0.76497 5.36745 -3.40104 0.0651 0.1209 -0.2757 0.201
H -2.00843 3.50097 -4.58343 -0.2568 -0.3754 0.3067 0.416
I -2.57769 -2.28173 5.33562 -0.7452 -0.0811 0.6756 0.140
C -1.54247 -2.01872 3.61860 1.0488 -0.2201 0.0963 -0.342
C -0.16506 -2.24434 3.58049 -0.9238 0.5907 -0.6201 -0.072
N 0.20446 -1.90762 2.33432 0.6153 0.3657 -0.6292 -0.338
N -0.82137 -1.43962 1.58452 -0.2087 -0.7198 0.5689 -0.256
C -1.92053 -1.54562 2.35776 0.6303 0.6356 -0.6776 -0.085
H 0.53109 -2.46674 4.37256 -0.0234 -0.3157 -0.1567 0.224
H 1.16154 -2.02017 1.89937 -0.9757 0.1944 0.3572 0.466
H -2.89149 -1.19292 1.96560 0.7762 -0.3916 0.3465 0.241
C 4.00687 -3.98328 -1.10643 0.2908 0.4956 1.2478 -1.132
Si 2.38925 -3.39611 -0.31364 -0.0112 -0.8690 -0.6296 1.899
C 1.40263 -4.89461 0.24394 0.2062 -0.7251 0.3040 -1.140
C 1.36930 -2.42367 -1.47396 1.1322 0.3931 -1.4585 -1.178
O 2.73422 -2.52294 1.02968 0.5132 0.7558 0.5132 -1.154
H 3.84355 -4.79577 -1.78891 -0.0072 -0.2264 -0.6715 0.224
H 4.59825 -4.40021 -0.27437 -0.0957 -0.0027 -0.1385 0.224
H 4.63468 -3.17379 -1.51482 -0.4429 -0.3144 -0.1694 0.237
H 1.02016 -5.52047 -0.57625 0.1472 0.3330 0.0045 0.231
H 0.54273 -4.62743 0.85113 -0.2664 0.3417 -0.0166 0.240
H 1.96826 -5.57916 0.89188 0.1755 0.1493 -0.1442 0.223
H 1.07016 -2.99656 -2.37210 0.1875 0.2101 0.3296 0.227
H 1.96056 -1.52670 -1.78686 -0.4941 -0.6461 0.0843 0.262
H 0.49816 -2.03914 -1.01429 -1.0866 0.4312 0.5601 0.271